{"formula": "C2HClN3O", "method": "ωB97M-V with the def2-TZVPD basis set", "elements": ["C", "N", "C", "Cl", "N", "N", "H", "O"], "positions_angstrom": [[-0.450, -1.074, 0.323], [0.157, -0.367, 1.494], [0.508, 1.097, -0.073], [0.972, 2.368, -0.932], [0.609, 0.719, 1.186], [-0.296, -0.227, -0.715], [-0.570, -0.364, -1.681], [-0.930, -2.152, 0.398]], "total_charge": 1, "lumo_ev": [-9.2, -9.2], "total_energy_ha": -776.06544, "smiles": "O=C1N=NC(Cl)=[NH+]1", "relative_energy_ev": 2.2834, "homo_ev": [-15.9, -15.9]}

---

{"formula": "C2HClO3", "method": "ωB97M-V with the def2-TZVPD basis set", "elements": ["Cl", "O", "C", "H", "C", "O", "O"], "positions_angstrom": [[1.809, 1.680, 0.031], [-2.898, 0.193, 0.825], [1.648, -0.028, -0.015], [2.415, -0.634, -0.439], [-2.223, -0.061, -0.050], [0.816, -0.621, 0.543], [-1.568, -0.531, -0.895]], "total_charge": 0, "lumo_ev": 0.6, "total_energy_ha": -762.74199, "smiles": "O=C=O.O=CCl", "relative_energy_ev": 0.3161, "homo_ev": -11.2}

---

{"formula": "C2HClO3", "method": "ωB97M-V with the def2-TZVPD basis set", "elements": ["C", "O", "O", "Cl", "C", "H", "O"], "positions_angstrom": [[-1.689, 0.987, 0.197], [-1.322, 1.997, -0.423], [0.539, -0.220, -2.003], [-0.568, -0.127, 0.909], [-0.589, -0.497, -2.139], [-2.746, 0.844, 0.332], [-1.723, -0.801, -2.292]], "total_charge": 0, "lumo_ev": 0.2, "total_energy_ha": -762.74369, "smiles": "O=C=O.O=CCl", "relative_energy_ev": 0.2699, "homo_ev": -11.3}

---

{"formula": "C2HCuO2", "method": "ωB97M-V with the def2-TZVPD basis set", "elements": ["Cu", "C", "O", "H", "O", "C"], "positions_angstrom": [[0.323, 0.902, 1.636], [-0.974, 0.743, 0.186], [1.692, -0.928, 0.740], [-1.327, -0.652, -1.615], [1.286, -0.087, -0.112], [-0.998, 0.021, -0.835]], "total_charge": 1, "lumo_ev": [-9.4, -9.2], "spin_multiplicity": 2, "total_energy_ha": -1867.11158, "s2": 0.77, "relative_energy_ev": 7.9059, "homo_ev": [-16.1, -16.0]}

---

{"formula": "C2HCuO3", "method": "ωB97M-V with the def2-TZVPD basis set", "elements": ["H", "Cu", "O", "C", "C", "O", "O"], "positions_angstrom": [[-1.529, 0.196, 0.308], [0.099, -1.423, -3.066], [0.611, 0.162, 0.431], [0.597, 0.712, 1.639], [-0.636, -0.070, -0.285], [1.493, 1.054, 2.310], [-0.634, -0.630, -1.338]], "total_charge": 1, "lumo_ev": [-6.4, -6.4], "spin_multiplicity": 2, "total_energy_ha": -1942.63030, "s2": 0.75, "relative_energy_ev": 0.0000, "homo_ev": [-12.9, -16.5]}

---

{"formula": "C2HF2I2N", "method": "ωB97M-V with the def2-TZVPD basis set", "elements": ["F", "C", "F", "I", "H", "I", "N", "C"], "positions_angstrom": [[-3.663, -0.397, 1.898], [-1.929, 0.736, 0.812], [-3.213, 1.629, 2.565], [-1.400, -0.906, -0.537], [0.984, -0.341, -0.656], [-0.700, 2.392, 0.600], [0.154, -0.012, -1.146], [-2.885, 0.663, 1.720]], "total_charge": 0, "lumo_ev": -0.4, "total_energy_ha": -926.51916, "relative_energy_ev": 3.6176, "homo_ev": -9.0}

---

{"formula": "C2HF3I2", "method": "ωB97M-V with the def2-TZVPD basis set", "elements": ["C", "I", "F", "F", "I", "H", "C", "F"], "positions_angstrom": [[0.683, -1.117, 1.604], [-0.487, -2.887, 1.516], [-1.717, 0.719, -1.058], [-0.367, 1.866, 0.063], [0.908, -0.523, -1.255], [-0.407, 2.054, -1.781], [-0.494, 1.231, -1.023], [1.880, -1.344, 1.934]], "total_charge": 0, "lumo_ev": -0.5, "total_energy_ha": -971.65125, "relative_energy_ev": 3.1776, "homo_ev": -8.8}

---

{"formula": "C2HF4P", "method": "ωB97M-V with the def2-TZVPD basis set", "elements": ["C", "C", "F", "F", "F", "F", "P", "H"], "positions_angstrom": [[-1.305, 0.346, -0.001], [1.288, -0.108, 0.013], [-1.936, 0.339, -1.175], [-0.790, 1.564, 0.168], [-2.208, 0.160, 0.959], [2.821, -1.769, 0.017], [0.030, -1.109, 0.033], [2.098, 0.579, -0.013]], "total_charge": 0, "lumo_ev": [-2.4, -2.4], "total_energy_ha": -817.45227, "relative_energy_ev": 4.9994, "homo_ev": [-11.1, -11.1]}

---

{"formula": "C2HF5O2S", "method": "ωB97M-V with the def2-TZVPD basis set", "elements": ["C", "F", "F", "O", "S", "C", "O", "F", "F", "F", "H"], "positions_angstrom": [[-0.720, 0.204, 0.166], [-0.585, -2.117, 0.348], [-1.427, 1.174, 0.826], [2.717, -0.407, -0.329], [2.160, 0.902, -0.258], [-1.427, -1.107, 0.428], [2.792, 1.984, 0.437], [-2.010, -1.180, 1.666], [-0.706, 0.580, -1.176], [-2.467, -1.348, -0.414], [1.673, 1.314, -1.693]], "total_charge": 0, "lumo_ev": [-2.3, -2.2], "total_energy_ha": -1124.65279, "relative_energy_ev": 3.1434, "homo_ev": [-11.3, -10.0]}

---

{"formula": "C2HF6NO2S2", "method": "ωB97M-V with the def2-TZVPD basis set", "elements": ["C", "O", "O", "N", "C", "F", "F", "F", "F", "H", "S", "F", "S", "F"], "positions_angstrom": [[0.446, -1.582, 1.626], [1.945, -0.660, -0.519], [-0.018, 0.325, -2.641], [-0.641, -1.037, -0.621], [-0.301, 1.837, -0.365], [0.936, 2.008, 0.059], [-0.633, -2.325, 1.742], [1.388, -2.046, 2.440], [-0.491, 2.930, -1.172], [-1.993, 0.511, -1.660], [-0.686, 0.296, -1.360], [-1.128, 1.768, 0.683], [0.918, -1.683, -0.300], [0.257, -0.342, 2.088]], "total_charge": 0, "lumo_ev": -0.2, "total_energy_ha": -1677.49248, "relative_energy_ev": 0.0000, "homo_ev": -10.2}

---

{"formula": "C2HFIO2", "method": "ωB97M-V with the def2-TZVPD basis set", "elements": ["F", "C", "H", "C", "O", "O", "I"], "positions_angstrom": [[1.708, 0.109, -1.020], [-1.611, 0.759, -0.026], [1.027, -1.673, -0.620], [0.820, -0.568, -0.258], [-2.277, -0.138, 0.128], [-1.145, 1.782, -0.199], [1.478, -0.270, 1.994]], "total_charge": -1, "lumo_ev": 3.5, "total_energy_ha": -624.85962, "relative_energy_ev": 1.1547, "homo_ev": -2.7}

---

{"formula": "C2HFKLiO2", "method": "ωB97M-V with the def2-TZVPD basis set", "elements": ["K", "C", "O", "H", "F", "O", "C", "Li"], "positions_angstrom": [[2.227, -1.544, -1.277], [0.154, 0.806, 0.455], [-2.172, 0.405, 0.207], [0.827, 1.635, 0.183], [-0.136, -0.210, -2.024], [0.656, -0.326, 0.803], [-1.127, 0.803, -0.159], [-0.429, -1.568, 1.813]], "total_charge": 1, "lumo_ev": [-4.6, -4.7], "spin_multiplicity": 2, "total_energy_ha": -934.35729, "s2": 0.76, "relative_energy_ev": 3.0244, "homo_ev": [-12.0, -12.9]}

---

{"formula": "C2HFN2O", "method": "ωB97M-V with the def2-TZVPD basis set", "elements": ["H", "C", "N", "F", "O", "N", "C"], "positions_angstrom": [[-1.572, -1.471, -0.174], [0.483, -0.509, -0.120], [-0.407, 1.444, 0.271], [1.479, -1.335, -0.233], [-1.405, 0.557, 0.110], [0.676, 0.872, 0.121], [-0.879, -0.688, -0.105]], "total_charge": 0, "lumo_ev": 0.8, "total_energy_ha": -361.34489, "smiles": "Fc1conn1", "relative_energy_ev": 1.2850, "homo_ev": -10.6}

---

{"formula": "C2HFN2O2", "method": "ωB97M-V with the def2-TZVPD basis set", "elements": ["H", "N", "F", "N", "C", "O", "C", "O"], "positions_angstrom": [[1.176, -0.652, 2.877], [0.007, -0.852, 1.382], [-1.988, -1.037, 0.138], [1.161, -0.819, 1.798], [-0.777, -0.563, 0.535], [0.367, 2.190, -2.939], [0.160, 1.298, -2.246], [-0.106, 0.434, -1.545]], "total_charge": 0, "lumo_ev": -0.3, "total_energy_ha": -436.54225, "relative_energy_ev": 3.7192, "homo_ev": -8.9}

---

{"formula": "C2HFN2O2", "method": "ωB97M-V with the def2-TZVPD basis set", "elements": ["O", "N", "H", "C", "O", "N", "F", "C"], "positions_angstrom": [[1.217, 2.604, 0.236], [-0.085, -1.238, -0.145], [1.571, -1.960, 0.314], [0.223, 2.054, 0.308], [-0.659, 1.343, 0.201], [1.055, -1.076, 0.226], [-2.071, -0.784, -1.031], [-1.252, -0.943, -0.108]], "total_charge": 0, "lumo_ev": [0.1, 0.1], "total_energy_ha": -436.54969, "relative_energy_ev": 3.5168, "homo_ev": [-9.0, -9.0]}

---

{"formula": "C2HFNO2", "method": "ωB97M-V with the def2-TZVPD basis set", "elements": ["H", "O", "O", "F", "C", "N", "C"], "positions_angstrom": [[0.003, -0.302, 0.814], [-2.227, -0.005, -1.041], [-2.220, -1.290, 0.844], [1.987, -1.483, -0.232], [-1.761, -0.671, -0.122], [0.546, -1.429, -0.793], [-0.234, -0.802, -0.072]], "total_charge": -1, "lumo_ev": 4.5, "total_energy_ha": -381.90585, "smiles": "O=C([O-])/C=N/F", "relative_energy_ev": 0.0219, "homo_ev": -5.0}

---

{"formula": "C2HFNiO2", "method": "ωB97M-V with the def2-TZVPD basis set", "elements": ["O", "C", "O", "H", "F", "Ni", "C"], "positions_angstrom": [[0.085, -1.052, -0.984], [-1.013, -0.819, -0.532], [1.145, 0.715, 0.903], [-1.739, -0.494, 1.425], [-2.264, 1.021, 0.155], [1.761, -0.307, -0.384], [-1.424, 0.009, 0.503]], "total_charge": 0, "lumo_ev": [-0.9, -1.1], "spin_multiplicity": 3, "total_energy_ha": -1835.20889, "s2": 2.02, "homo_ev": [-8.9, -8.1]}

---

{"formula": "C2HI2N3", "method": "ωB97M-V with the def2-TZVPD basis set", "elements": ["H", "N", "I", "N", "C", "C", "I", "N"], "positions_angstrom": [[0.419, 1.859, -1.222], [0.966, 1.471, -0.509], [-0.082, 2.075, 1.083], [-1.563, -0.882, 2.252], [0.394, -0.725, -0.772], [-0.843, -0.902, 1.346], [0.826, -1.808, -2.459], [-0.118, -1.088, 0.280]], "total_charge": 0, "lumo_ev": [-1.5, -1.6], "total_energy_ha": -836.28292, "relative_energy_ev": 3.4592, "homo_ev": [-8.4, -8.9]}

---

{"formula": "C2HIN2O2", "method": "ωB97M-V with the def2-TZVPD basis set", "elements": ["C", "O", "C", "N", "N", "I", "H", "O"], "positions_angstrom": [[-0.173, -0.589, -1.310], [-1.406, 1.261, 0.839], [-0.015, -0.460, 0.140], [-0.253, 0.976, 0.568], [-0.183, -0.832, -2.429], [2.030, -0.810, 0.616], [-0.704, -1.233, 0.886], [0.703, 1.687, 0.689]], "total_charge": 0, "lumo_ev": -1.0, "total_energy_ha": -634.34258, "smiles": "N#C[C@@H](I)[N+](=O)[O-]", "relative_energy_ev": 2.1888, "homo_ev": -10.4}

---

{"formula": "C2HLaO3", "method": "ωB97M-V with the def2-TZVPD basis set", "elements": ["La", "O", "O", "C", "O", "C", "H"], "positions_angstrom": [[3.046, 0.561, 0.346], [-1.350, -0.353, 0.283], [0.693, 0.317, -0.230], [-0.825, -1.560, 0.167], [-0.939, 1.860, 0.116], [-0.472, 0.760, 0.041], [-0.153, -1.585, -0.722]], "total_charge": 2, "lumo_ev": [-10.6, -11.4], "total_energy_ha": -333.25502, "relative_energy_ev": 3.6213, "homo_ev": [-19.4, -15.9]}